[1]
The following is a quantum chemistry calculation of a cluster of 5 separate species, C55H67ClFO11PS in total at a distorted geometry, from the Open Molecules 2025 dataset.

The geometry in ORCA input format:
```
! RIJCOSX wB97M-V def2-TZVPD def2/J DEFGRID3
* xyz 0 1
C 2.23 -2.59 -2.33
C 2.96 -1.38 -2.12
C 3.65 -1.09 -0.70
C 5.17 -1.46 -0.46
C 5.89 -2.18 -1.70
C 6.20 -1.17 -2.90
O 7.26 -0.51 -3.01
C 5.91 -1.15 0.90
C 7.47 -1.58 0.99
C 7.46 -3.01 1.77
C 6.38 -4.11 1.42
C 6.29 -5.48 2.14
C 7.33 -5.78 3.25
C 8.42 -4.73 3.60
C 8.49 -3.35 2.91
C 9.62 -2.31 3.40
C 5.15 -0.49 2.13
S 5.97 -0.10 3.73
O 5.38 1.12 4.42
O 5.95 -1.34 4.59
F 7.62 0.30 3.56
C 3.63 -0.18 1.89
C 2.92 -0.45 0.51
C 1.36 -0.06 0.34
O 0.54 -0.68 -0.37
C 0.80 1.20 1.19
C -0.37 2.11 0.72
C -1.10 1.90 -0.68
C -0.06 2.21 -1.87
C 0.60 3.67 -1.82
C 2.09 3.63 -2.50
C 3.27 3.42 -1.42
C -0.91 3.29 1.62
C -2.14 4.23 1.23
C -3.56 3.44 1.39
O -4.63 4.10 1.59
C -3.73 1.86 1.29
C -4.30 1.20 -0.03
C -4.45 -0.36 -0.18
C -4.10 -1.35 0.97
C -3.56 -0.69 2.29
C -3.37 0.85 2.43
C -0.16 3.53 2.99
C 1.02 2.63 3.48
P 1.83 3.02 5.18
O 1.51 4.71 5.39
Cl 0.92 1.86 6.70
C 1.49 1.46 2.59
C 2.65 0.43 3.01
O 2.68 0.11 4.23
H 1.27 -2.59 -2.97
H 2.63 -3.53 -1.83
H 3.06 -0.59 -2.96
H 5.13 -2.95 -2.12
H 6.80 -2.83 -1.39
H 5.39 -1.07 -3.72
H 8.12 -0.80 1.51
H 7.93 -1.71 -0.06
H 5.59 -3.91 0.60
H 5.45 -6.21 1.84
H 7.30 -6.79 3.78
H 9.17 -5.00 4.41
H 9.85 -1.49 2.64
H 9.18 -1.79 4.33
H 10.56 -2.94 3.68
H -1.44 0.79 -0.72
H -2.04 2.53 -0.84
H 0.76 1.41 -1.93
H -0.67 2.16 -2.85
H 0.03 4.47 -2.43
H 0.74 4.10 -0.77
H 2.32 4.62 -3.05
H 2.13 2.74 -3.23
H 2.89 3.33 -0.33
H 3.84 2.44 -1.63
H 4.07 4.26 -1.46
H -2.13 4.57 0.13
H -2.25 5.14 1.94
H -4.60 1.87 -0.91
H -4.83 -0.83 -1.15
H -4.21 -2.48 0.83
H -3.30 -1.44 3.13
H -2.94 1.25 3.41
H -0.49 4.38 3.70
H 0.76 4.79 6.02
C -8.47 -3.44 -1.12
C -9.01 -3.00 -2.46
C -7.89 -2.13 -2.98
O -6.67 -2.66 -2.44
C -6.99 -3.60 -1.41
H -8.93 -4.35 -0.73
H -8.62 -2.64 -0.38
H -9.15 -3.87 -3.11
H -9.96 -2.47 -2.39
H -7.99 -1.09 -2.64
H -7.83 -2.13 -4.07
H -6.78 -4.60 -1.80
H -6.37 -3.42 -0.53
C -3.34 -6.20 -1.21
C -3.63 -7.31 -0.22
C -5.14 -7.41 -0.29
O -5.51 -7.05 -1.63
C -4.37 -6.46 -2.28
H -2.31 -6.21 -1.59
H -3.52 -5.23 -0.74
H -3.17 -8.24 -0.56
H -3.27 -7.10 0.79
H -5.62 -6.71 0.39
H -5.50 -8.42 -0.08
H -4.00 -7.19 -3.02
H -4.67 -5.55 -2.80
C 2.98 9.59 4.86
C 3.49 8.22 5.23
C 2.94 7.37 4.10
O 2.87 8.21 2.94
C 3.07 9.57 3.34
H 3.55 10.41 5.30
H 1.93 9.70 5.17
H 4.58 8.21 5.20
H 3.17 7.88 6.21
H 1.93 7.01 4.32
H 3.57 6.50 3.89
H 4.06 9.87 3.00
H 2.32 10.21 2.87
C -6.02 0.09 -7.58
C -7.32 0.86 -7.55
C -8.19 -0.03 -6.68
O -7.31 -0.69 -5.76
C -5.96 -0.48 -6.18
H -5.15 0.71 -7.83
H -6.08 -0.72 -8.32
H -7.17 1.83 -7.06
H -7.75 1.04 -8.54
H -8.69 -0.80 -7.28
H -8.94 0.54 -6.13
H -5.49 0.22 -5.48
H -5.41 -1.43 -6.14
*
```

Calculated values
HOMO-LUMO gap   6.92 eV
Molecular weight   1021.62 g mol⁻¹
Highest occupied orbital energy   -8.638 eV
LUMO energy   -1.7 eV
SMILES string   C=Cc1c(CC=O)c(Cc2ccccc2C)c(S(=O)(=O)F)c2c1C(=O)c1c(CCCCC)c(CC(=O)c3ccccc3)cc(P(O)Cl)c1C2=O.C1CCOC1.C1CCOC1.C1CCOC1.C1CCOC1
DFT total energy   -115984.125 eV


[2]
The following is a quantum chemistry calculation of a structure of composition C55H68BN6P3S5Ti at a distorted geometry, from the Open Molecules 2025 dataset.

The geometry in ORCA input format:
```
! RIJCOSX wB97M-V def2-TZVPD def2/J DEFGRID3
* xyz 2 1
Ti 1.42 -0.94 -0.91
C -1.80 -2.38 5.34
C -1.83 -1.03 4.70
C -2.26 0.09 5.33
C -2.26 1.35 4.66
N -1.87 1.45 3.43
N -1.47 0.34 2.78
B -1.03 0.54 1.34
N -0.74 2.08 1.03
N -1.49 3.14 0.85
C -0.86 4.30 0.76
C 0.54 4.39 0.94
C 1.32 3.27 1.11
C 2.80 3.28 1.29
C 0.59 2.08 1.10
S 0.95 0.37 1.31
C -1.73 5.51 0.44
C -0.90 6.78 0.27
C -2.47 5.21 -0.88
C -2.75 5.71 1.57
N -2.08 -0.05 0.34
N -3.19 0.61 0.73
C -4.37 0.24 0.33
C -4.51 -0.90 -0.49
C -3.40 -1.56 -0.93
C -3.51 -2.76 -1.81
C -2.12 -1.06 -0.54
S -0.78 -1.83 -1.31
C -5.54 1.05 0.87
C -6.85 0.69 0.18
C -5.25 2.54 0.65
C -5.63 0.76 2.37
C -1.39 -0.90 3.33
S -0.79 -2.19 2.44
C -2.71 2.60 5.39
C -2.66 3.81 4.45
C -1.77 2.85 6.58
C -4.15 2.41 5.88
H -2.12 -2.32 6.38
H -0.79 -2.78 5.30
H -2.44 -3.07 4.80
H -2.59 0.04 6.36
H 1.01 5.36 0.94
H 3.18 4.29 1.32
H 3.28 2.74 0.47
H 3.07 2.77 2.22
H -0.16 6.68 -0.53
H -0.39 7.06 1.19
H -1.56 7.60 0.00
H -1.77 5.10 -1.71
H -3.14 6.04 -1.11
H -3.07 4.30 -0.80
H -2.25 5.94 2.51
H -3.36 4.82 1.71
H -3.40 6.55 1.32
H -5.49 -1.25 -0.77
H -4.55 -3.07 -1.89
H -2.92 -3.59 -1.41
H -3.13 -2.55 -2.81
H -6.79 0.81 -0.90
H -7.64 1.35 0.54
H -7.16 -0.34 0.41
H -5.23 2.79 -0.41
H -4.29 2.81 1.09
H -6.03 3.14 1.12
H -5.81 -0.30 2.56
H -6.45 1.33 2.81
H -4.70 1.06 2.87
H -1.65 3.98 4.07
H -2.99 4.70 4.98
H -3.32 3.66 3.59
H -0.74 2.98 6.25
H -1.80 2.02 7.29
H -2.08 3.75 7.11
H -4.83 2.24 5.05
H -4.47 3.30 6.41
H -4.23 1.57 6.58
S 2.47 -2.35 0.81
P 2.57 -3.47 -0.88
C 2.36 -2.23 -2.10
P 3.72 -1.21 -2.47
S 3.21 0.55 -1.56
C 3.84 -0.97 -4.24
C 4.56 0.10 -4.75
C 4.69 0.25 -6.12
C 4.10 -0.68 -6.98
C 3.39 -1.75 -6.47
C 3.25 -1.90 -5.09
C 5.35 -1.68 -1.88
C 6.15 -2.51 -2.67
C 7.41 -2.87 -2.23
C 7.88 -2.41 -1.01
C 7.08 -1.59 -0.22
C 5.82 -1.22 -0.65
C 1.18 -4.61 -0.98
C 0.54 -4.82 -2.19
C -0.50 -5.74 -2.27
C -0.89 -6.43 -1.13
C -0.25 -6.21 0.08
C 0.79 -5.31 0.16
C 4.05 -4.48 -1.00
C 4.18 -5.29 -2.13
C 5.26 -6.14 -2.24
C 6.21 -6.19 -1.22
C 6.07 -5.39 -0.09
C 4.99 -4.53 0.02
H 5.02 0.82 -4.08
H 5.24 1.09 -6.53
H 4.21 -0.56 -8.05
H 2.93 -2.47 -7.14
H 2.68 -2.72 -4.68
H 5.79 -2.86 -3.64
H 8.03 -3.51 -2.84
H 8.87 -2.68 -0.67
H 7.46 -1.22 0.73
H 5.20 -0.58 -0.04
H 0.83 -4.26 -3.07
H -1.00 -5.91 -3.21
H -1.70 -7.15 -1.19
H -0.57 -6.75 0.97
H 1.28 -5.13 1.11
H 3.43 -5.27 -2.91
H 5.37 -6.77 -3.11
H 7.05 -6.86 -1.30
H 6.81 -5.43 0.70
H 4.88 -3.90 0.90
C -1.63 1.43 -2.51
P 0.16 1.04 -2.40
C 0.43 0.34 -4.06
C 0.83 2.73 -2.57
H -1.80 2.02 -3.41
H -1.97 2.00 -1.65
H -2.22 0.52 -2.60
H 0.24 1.09 -4.83
H -0.26 -0.50 -4.20
H 1.45 -0.03 -4.18
H 0.59 3.33 -1.69
H 0.37 3.21 -3.44
H 1.91 2.72 -2.71
*
```

Calculated values
HOMO-LUMO gap   6.76 eV
Molecular weight   1125.13 g mol⁻¹
Highest occupied orbital energy   -12.121 eV
ΔE to the lowest compared entry with this formula, charge and spin   16.8 kJ/mol
LUMO energy   -5.4 eV
DFT total energy   -172908.111 eV


[3]
The following is a quantum chemistry calculation of a cluster of 11 separate species, C55H69FN19S in total at a distorted geometry, from the Open Molecules 2025 dataset.

The geometry in ORCA input format:
```
! RIJCOSX wB97M-V def2-TZVPD def2/J DEFGRID3
* xyz 1 1
N 6.17 -3.26 -0.51
C 4.74 -2.89 -0.94
N 4.46 -3.76 -2.16
N 3.87 -3.24 0.27
C 4.77 -1.27 -1.26
N 3.57 -0.75 -2.03
C 2.29 -0.84 -1.23
N 2.22 -0.15 0.12
S 1.20 1.31 0.00
N 1.20 -1.57 -1.73
F 1.44 -2.14 -2.97
C -0.11 -1.78 -1.01
C -1.45 -1.23 -1.76
N -1.97 0.11 -1.20
N -2.57 -2.24 -1.45
N -1.37 -1.10 -3.26
H 6.13 -4.24 -0.10
H 6.38 -2.63 0.31
H 4.52 -4.74 -1.80
H 3.48 -3.59 -2.50
H 3.23 -4.05 0.06
H 4.47 -3.50 1.10
H 4.98 -0.73 -0.24
H 5.76 -1.10 -1.92
H 3.73 0.19 -2.44
H 3.14 0.24 0.42
H 0.99 1.67 1.36
H -0.21 -2.96 -0.87
H -0.13 -1.35 0.10
H -2.83 0.31 -1.79
H -2.37 -0.06 -0.23
H -3.45 -1.70 -1.20
H -2.35 -2.77 -0.57
H -2.37 -0.92 -3.57
H -1.11 -2.00 -3.72
N 11.25 -2.32 -3.66
C 10.91 -1.60 -2.57
C 9.73 -1.77 -1.86
C 8.83 -2.72 -2.31
C 9.14 -3.48 -3.44
C 10.35 -3.25 -4.07
H 11.65 -0.86 -2.26
H 9.52 -1.16 -0.99
H 7.89 -2.88 -1.79
H 8.46 -4.24 -3.81
H 10.64 -3.81 -4.95
N 0.62 2.88 -5.84
C 1.76 3.35 -6.39
C 3.01 2.80 -6.17
C 3.10 1.69 -5.34
C 1.95 1.18 -4.75
C 0.74 1.80 -5.03
H 1.63 4.22 -7.04
H 3.89 3.22 -6.65
H 4.07 1.24 -5.14
H 1.99 0.32 -4.09
H -0.19 1.43 -4.61
N -0.01 -1.10 5.36
C 0.48 -0.32 6.35
C 1.47 0.63 6.16
C 2.00 0.80 4.89
C 1.52 0.00 3.85
C 0.53 -0.92 4.13
H 0.03 -0.48 7.32
H 1.82 1.24 7.00
H 2.78 1.53 4.71
H 1.92 0.10 2.84
H 0.12 -1.56 3.35
N 5.16 -2.24 4.75
C 4.82 -1.02 5.24
C 5.73 -0.16 5.83
C 7.05 -0.56 5.94
C 7.43 -1.81 5.46
C 6.45 -2.60 4.87
H 3.78 -0.75 5.13
H 5.40 0.81 6.20
H 7.79 0.09 6.41
H 8.45 -2.16 5.53
H 6.69 -3.59 4.47
N -1.09 3.58 6.22
C -0.78 3.07 5.01
C -0.39 3.84 3.93
C -0.32 5.22 4.10
C -0.64 5.78 5.34
C -1.02 4.92 6.36
H -0.85 1.99 4.93
H -0.15 3.38 2.98
H -0.03 5.86 3.27
H -0.60 6.85 5.50
H -1.27 5.30 7.34
N -5.05 4.93 3.98
C -6.39 4.88 4.11
C -7.04 4.27 5.18
C -6.26 3.67 6.16
C -4.88 3.69 6.05
C -4.32 4.33 4.95
H -6.95 5.37 3.32
H -8.12 4.27 5.24
H -6.73 3.18 7.01
H -4.24 3.23 6.79
H -3.24 4.38 4.82
N -3.26 -1.46 -5.48
C -3.27 -0.65 -6.57
C -3.49 -1.10 -7.86
C -3.71 -2.46 -8.05
C -3.71 -3.31 -6.96
C -3.48 -2.77 -5.70
H -3.09 0.40 -6.37
H -3.49 -0.41 -8.69
H -3.88 -2.85 -9.05
H -3.88 -4.38 -7.08
H -3.47 -3.40 -4.81
N -7.01 2.45 -7.29
C -7.75 3.25 -6.49
C -7.87 3.06 -5.12
C -7.20 2.00 -4.54
C -6.43 1.16 -5.34
C -6.37 1.42 -6.70
H -8.26 4.06 -6.99
H -8.48 3.74 -4.52
H -7.27 1.82 -3.47
H -5.89 0.32 -4.91
H -5.78 0.80 -7.36
N -3.92 -6.80 -6.95
C -3.22 -7.85 -7.43
C -3.41 -9.16 -7.01
C -4.37 -9.41 -6.03
C -5.10 -8.34 -5.52
C -4.85 -7.07 -6.00
H -2.48 -7.61 -8.19
H -2.82 -9.97 -7.44
H -4.55 -10.42 -5.68
H -5.86 -8.50 -4.75
H -5.39 -6.21 -5.63
N -3.53 5.12 9.30
C -3.05 5.06 10.56
C -3.07 6.13 11.44
C -3.61 7.34 11.00
C -4.12 7.43 9.71
C -4.06 6.31 8.90
H -2.64 4.10 10.85
H -2.67 6.03 12.44
H -3.65 8.20 11.67
H -4.54 8.35 9.34
H -4.44 6.33 7.89
*
```

Calculated values
HOMO-LUMO gap   6.28 eV
Molecular weight   1047.36 g mol⁻¹
Highest occupied orbital energy   -10.767 eV
ΔE to the lowest compared entry with this formula, charge and spin   475.7 kJ/mol
LUMO energy   -4.5 eV
DFT total energy   -100004.177 eV